Entry from the OMol25 dataset: a cluster of 14 separate species, C34H96O26S14 in total at a distorted geometry (ωB97M-V/def2-TZVPD).

Computed properties:
HOMO energy, eV: -8.65
Calculated total energy, hartree: -8883.5267
Charge: 0

Bonds (Å) are listed after each position.
Cartesian coordinates (Å):
1 O -2.8094 1.1084 -3.0666  S2 1.435
2 S -2.5975 0.5880 -4.3867  O1 1.435, O3 1.469, O4 1.546, C7 1.795
3 O -3.7532 -0.0677 -5.0122  S2 1.469
4 O -2.1060 1.7220 -5.3151  S2 1.546, C5 1.398
5 C -1.0864 2.5751 -4.8833  O4 1.398, C6 1.486, H8 1.081, H9 1.098
6 C -1.5675 3.7528 -4.1159  C5 1.486, H10 1.089, H11 1.069, H12 1.089
7 C -1.1570 -0.4770 -4.2710  S2 1.795, H13 1.062, H14 1.079, H15 1.055
8 H -0.7415 2.8492 -5.8703  C5 1.081
9 H -0.2372 2.0497 -4.4268  C5 1.098
10 H -0.6395 4.1372 -3.6958  C6 1.089
11 H -2.2214 3.4105 -3.3429  C6 1.069
12 H -2.1563 4.4247 -4.7384  C6 1.089
13 H -0.7817 -0.6310 -5.2527  C7 1.062
14 H -1.5016 -1.3967 -3.8234  C7 1.079
15 H -0.4688 -0.0197 -3.6152  C7 1.055
16 O 0.5445 6.0179 1.1824  S17 1.425
17 S -0.6455 6.0703 0.4001  O16 1.425, O18 1.445, O19 1.552, C22 1.718
18 O -0.4921 6.4105 -0.9961  S17 1.445
19 O -1.4184 4.7422 0.6144  S17 1.552, C20 1.462
20 C -2.5175 4.5023 -0.3194  O19 1.462, C21 1.509, H23 1.066, H24 1.085
21 C -2.7554 3.0209 -0.4775  C20 1.509, H25 1.078, H26 1.093, H27 1.107
22 C -1.7130 7.2263 1.0894  S17 1.718, H28 1.104, H29 1.119, H30 1.066
23 H -2.3182 5.0556 -1.2085  C20 1.066
24 H -3.4520 4.8161 0.1333  C20 1.085
25 H -2.0511 2.5502 -1.1444  C21 1.078
26 H -3.7685 2.9165 -0.8732  C21 1.093
27 H -2.6540 2.5089 0.4989  C21 1.107
28 H -1.1448 8.1294 1.3720  C22 1.104
29 H -2.1438 6.7702 2.0163  C22 1.119
30 H -2.4816 7.5198 0.4116  C22 1.066
31 O 0.7298 -4.7959 3.1629  S32 1.419
32 S 1.3315 -3.5111 3.1833  O31 1.419, O33 1.472, O34 1.578, C37 1.764
33 O 0.6438 -2.3252 2.6460  S32 1.472
34 O 1.7567 -3.1498 4.6589  S32 1.578, C35 1.498
35 C 1.8633 -1.6856 4.9584  O34 1.498, C36 1.517, H38 1.047, H39 1.116
36 C 3.2419 -1.5873 5.5829  C35 1.517, H40 1.106, H41 1.101, H42 1.102
37 C 2.9086 -3.6865 2.4129  S32 1.764, H43 1.046, H44 1.100, H45 1.092
38 H 1.0384 -1.4601 5.5628  C35 1.047
39 H 1.8355 -1.0717 4.0271  C35 1.116
40 H 4.0152 -1.6470 4.7943  C36 1.106
41 H 3.4253 -2.4287 6.2687  C36 1.101
42 H 3.4465 -0.6998 6.2026  C36 1.102
43 H 3.3925 -4.5497 2.7529  C37 1.046
44 H 3.5223 -2.8032 2.6440  C37 1.100
45 H 2.8072 -3.8171 1.3330  C37 1.092
46 O -4.8870 3.8276 1.8266  S47 1.419
47 S -6.0484 3.3090 1.1971  O46 1.419, O48 1.443, O49 1.637, C52 1.779
48 O -6.7184 3.9658 0.1009  S47 1.443
49 O -5.6109 1.7981 0.7426  S47 1.637, C50 1.451
50 C -6.4848 1.1321 -0.2044  O49 1.451, C51 1.556, H53 1.087, H54 1.114
51 C -5.7191 -0.1486 -0.6442  C50 1.556, H55 1.140, H56 1.071, H57 1.100
52 C -7.3028 3.1612 2.4503  S47 1.779, H58 1.118, H59 1.088, H60 1.063
53 H -6.6932 1.8285 -1.0127  C50 1.087
54 H -7.4436 0.9077 0.3172  C50 1.114
55 H -5.2848 -0.7060 0.2505  C51 1.140
56 H -4.9394 -0.0314 -1.3690  C51 1.071
57 H -6.3904 -0.8601 -1.1466  C51 1.100
58 H -8.1359 2.4897 2.1277  C52 1.118
59 H -7.6944 4.1639 2.6058  C52 1.088
60 H -6.8583 2.8608 3.3683  C52 1.063
61 O 5.2958 4.1457 -1.1469  S62 1.487
62 S 4.4755 3.7293 0.0217  O61 1.487, O63 1.466, O64 1.616, C67 1.840
63 O 4.4771 2.2897 0.2966  S62 1.466
64 O 4.8777 4.6591 1.2807  S62 1.616, C65 1.456
65 C 4.3759 4.0634 2.5110  O64 1.456, C66 1.500, H68 1.128, H69 1.055
66 C 4.6752 5.0978 3.5546  C65 1.500, H70 1.089, H71 1.126, H72 1.119
67 C 2.7014 4.1911 -0.1369  S62 1.840, H73 1.114, H74 1.093, H75 1.052
68 H 4.8540 3.0523 2.6547  C65 1.128
69 H 3.3272 4.1113 2.4056  C65 1.055
70 H 4.1197 6.0227 3.4064  C66 1.089
71 H 5.7633 5.3772 3.6297  C66 1.126
72 H 4.4018 4.6777 4.5553  C66 1.119
73 H 2.1594 3.6221 0.6532  C67 1.114
74 H 2.3676 3.8588 -1.1230  C67 1.093
75 H 2.6774 5.2411 -0.0772  C67 1.052
76 O 1.9453 1.2092 -1.7933  S77 1.427
77 S 1.3436 0.8532 -0.5494  O76 1.427, O78 1.446, O79 1.575, C82 1.770
78 O 0.7374 1.9468 0.1776  S77 1.446
79 O 0.2132 -0.2035 -0.8442  S77 1.575, C80 1.500
80 C -0.7968 -0.2888 0.2610  O79 1.500, C81 1.533, H83 1.084, H84 1.052
81 C -2.1296 -0.6144 -0.4225  C80 1.533, H85 1.093, H86 1.173, H87 1.093
82 C 2.3973 -0.0845 0.5195  S77 1.770, H88 1.111, H89 1.121, H90 1.118
83 H -0.8247 0.6207 0.8508  C80 1.084
84 H -0.4889 -1.0670 0.8975  C80 1.052
85 H -2.8843 -0.9101 0.3108  C81 1.093
86 H -2.0595 -1.5358 -1.1445  C81 1.173
87 H -2.5413 0.1692 -1.0634  C81 1.093
88 H 2.5560 -1.0328 -0.0364  C82 1.111
89 H 1.8627 -0.3608 1.4651  C82 1.121
90 H 3.3943 0.3840 0.7096  C82 1.118
91 C 5.3569 0.6361 -4.7030  S92 1.910, H95 1.064, H96 1.056, H97 1.062
92 S 6.6234 -0.3637 -3.6806  C91 1.910, O93 1.522, C94 1.863
93 O 6.0138 -1.7573 -3.7282  S92 1.522
94 C 6.1115 0.3386 -2.0326  S92 1.863, H98 1.097, H99 1.109, H100 1.088
95 H 5.0998 -0.0231 -5.4977  C91 1.064
96 H 5.8211 1.5334 -5.0117  C91 1.056
97 H 4.5425 0.8451 -4.0536  C91 1.062
98 H 5.0231 0.4722 -2.0727  C94 1.097
99 H 6.7218 1.2563 -1.9072  C94 1.109
100 H 6.3143 -0.3920 -1.2522  C94 1.088
101 C -2.5689 -4.7675 -4.0662  S102 1.794, H105 1.099, H106 1.078, H107 1.055
102 S -3.7619 -4.4293 -2.7703  C101 1.794, O103 1.475, C104 1.878
103 O -2.9666 -4.2756 -1.5376  S102 1.475
104 C -4.2441 -2.6803 -3.2535  S102 1.878, H108 1.101, H109 1.081, H110 1.062
105 H -2.1891 -5.7885 -3.9200  C101 1.099
106 H -1.7576 -4.0603 -4.1318  C101 1.078
107 H -3.0990 -4.8341 -4.9757  C101 1.055
108 H -4.3388 -2.3381 -4.2954  C104 1.101
109 H -3.5324 -2.1798 -2.6120  C104 1.081
110 H -5.2052 -2.5992 -2.8086  C104 1.062
111 C 0.5802 -3.8328 -0.6893  S112 1.832, H115 1.119, H116 1.124, H117 1.103
112 S 1.5405 -5.3134 -1.1828  C111 1.832, O113 1.488, C114 1.849
113 O 2.7417 -5.5205 -0.3291  S112 1.488
114 C 0.2610 -6.3512 -0.3425  S112 1.849, H118 1.110, H119 1.110, H120 1.109
115 H 0.8468 -2.8554 -1.1635  C111 1.119
116 H 0.3636 -3.6564 0.3997  C111 1.124
117 H -0.4170 -4.1701 -1.0170  C111 1.103
118 H 0.5767 -7.4117 -0.2527  C114 1.110
119 H -0.7546 -6.2195 -0.7707  C114 1.110
120 H 0.1141 -5.9703 0.6881  C114 1.109
121 C 6.5941 -3.1282 -0.5722  S122 1.849, H125 1.101, H126 1.126, H127 1.076
122 S 4.8570 -3.7607 -0.6251  C121 1.849, O123 1.478, C124 1.841
123 O 3.9435 -2.7043 -1.1093  S122 1.478
124 C 5.1226 -4.8106 -2.1142  S122 1.841, H128 1.058, H129 1.099, H130 1.086
125 H 7.2724 -3.9641 -0.3414  C121 1.101
126 H 6.7325 -2.2840 0.1596  C121 1.126
127 H 6.8747 -2.7552 -1.5418  C121 1.076
128 H 5.2783 -4.1262 -2.9057  C124 1.058
129 H 4.2276 -5.4298 -2.2640  C124 1.099
130 H 6.0747 -5.2596 -1.8473  C124 1.086
131 C -2.0480 -3.6723 1.8604  S132 1.793, H135 1.096, H136 1.074, H137 1.117
132 S -3.5772 -3.3601 2.7430  C131 1.793, O133 1.475, C134 1.876
133 O -3.9929 -2.0486 2.2117  S132 1.475
134 C -4.6066 -4.7326 1.9848  S132 1.876, H138 1.068, H139 1.074, H140 1.074
135 H -1.3817 -2.8048 1.9318  C131 1.096
136 H -2.4556 -3.7759 0.8727  C131 1.074
137 H -1.6180 -4.6651 2.1372  C131 1.117
138 H -5.5336 -4.7585 2.5148  C134 1.068
139 H -4.0090 -5.6219 2.0524  C134 1.074
140 H -4.7708 -4.6460 0.9270  C134 1.074
141 C 2.2213 -3.7974 -5.8751  S142 1.808, H145 1.083, H146 1.088, H147 1.098
142 S 1.7737 -3.8330 -4.1238  C141 1.808, O143 1.511, C144 1.808
143 O 0.2720 -3.6668 -4.0943  S142 1.511
144 C 2.4822 -2.2466 -3.6228  S142 1.808, H148 1.101, H149 1.086, H150 1.091
145 H 3.2820 -3.8667 -6.0852  C141 1.083
146 H 1.8643 -2.8606 -6.2970  C141 1.088
147 H 1.7282 -4.5793 -6.4681  C141 1.098
148 H 2.0835 -1.4425 -4.2599  C144 1.101
149 H 3.5680 -2.2536 -3.6476  C144 1.086
150 H 2.0943 -2.0454 -2.6226  C144 1.091
151 C 0.5651 3.3640 3.3316  S152 1.789, H155 1.108, H156 1.105, H157 1.131
152 S 1.0662 1.9707 4.3357  C151 1.789, O153 1.515, C154 1.785
153 O 2.5782 1.9659 4.2459  S152 1.515
154 C 0.5785 2.6884 5.8959  S152 1.785, H158 1.077, H159 1.106, H160 1.097
155 H 0.9504 4.2487 3.8759  C151 1.108
156 H -0.5294 3.4669 3.2216  C151 1.105
157 H 1.0452 3.3890 2.3075  C151 1.131
158 H 0.8333 3.7296 6.0029  C154 1.077
159 H 1.1113 2.2120 6.7405  C154 1.106
160 H -0.4741 2.4811 6.1241  C154 1.097
161 C -2.1943 0.4717 3.2097  S162 1.805, H165 1.081, H166 1.108, H167 1.095
162 S -3.0768 0.7912 4.7512  C161 1.805, O163 1.555, C164 1.808
163 O -2.2101 1.8563 5.4806  S162 1.555
164 C -4.4355 1.7999 4.1153  S162 1.808, H168 1.069, H169 1.040, H170 1.082
165 H -1.2576 0.0827 3.5841  C161 1.081
166 H -2.0891 1.4236 2.6522  C161 1.108
167 H -2.7818 -0.3110 2.7183  C161 1.095
168 H -4.0541 2.4780 3.3822  C164 1.069
169 H -4.8358 2.3581 4.8956  C164 1.040
170 H -5.1450 1.1551 3.6144  C164 1.082

Atomic partial charges in e from the Mulliken method, atoms 1 to 8: O -0.51; S 1.25; O -0.72; O -0.43; C -0.41; C -0.49; C -0.30; H 0.45


Entry from the OMol25 dataset: a cluster of 2 separate species, C11H25N4O3 in total (ωB97M-V/def2-TZVPD).

Computed properties:
HOMO energy, eV: -11.82
Calculated total energy, hartree: -878.6649
Charge: +1

Bonds (Å) are listed after each position.
Cartesian coordinates (Å):
1 C 1.8047 -0.7659 -0.5764  C2 1.502, H15 1.091, H16 1.095, H17 1.088
2 C 1.7361 0.5803 -1.2391  C1 1.502, O3 1.202, N4 1.432
3 O 1.5294 0.7114 -2.4163  C2 1.202
4 N 1.9795 1.7271 -0.4164  C2 1.432, C5 1.468, H18 1.017
5 C 0.7681 2.2422 0.2328  N4 1.468, C6 1.527, H19 1.094, H20 1.103
6 C 0.2040 1.2956 1.2905  C5 1.527, C7 1.543, H21 1.092, H22 1.092
7 C -1.0416 1.8856 1.9833  C6 1.543, C8 1.533, H23 1.092, H24 1.095
8 C -2.2951 1.0063 1.9172  C7 1.533, N9 1.515, H25 1.089, H26 1.092
9 N -3.3367 1.4224 0.8980  C8 1.515, C10 1.516, C14 1.506, H27 1.020
10 C -4.3488 0.3176 0.6678  N9 1.516, C11 1.522, H28 1.091, H29 1.092
11 C -3.7835 -0.7656 -0.2403  C10 1.522, O12 1.408, H30 1.091, H31 1.099
12 O -3.3501 -0.2268 -1.4668  C11 1.408, C13 1.415
13 C -2.2929 0.6858 -1.2400  O12 1.415, C14 1.520, H32 1.096, H33 1.090
14 C -2.8286 1.8673 -0.4483  N9 1.506, C13 1.520, H34 1.094, H35 1.087
15 H 2.5081 -1.4067 -1.1105  C1 1.091
16 H 0.8285 -1.2578 -0.6465  C1 1.095
17 H 2.1084 -0.7050 0.4661  C1 1.088
18 H 2.3287 2.4456 -1.0462  N4 1.017
19 H 1.0324 3.1837 0.7232  C5 1.094
20 H 0.0002 2.4698 -0.5253  C5 1.103
21 H 0.9944 1.0943 2.0168  C6 1.092
22 H -0.0447 0.3315 0.8429  C6 1.092
23 H -0.8283 2.0313 3.0441  C7 1.092
24 H -1.2541 2.8857 1.5914  C7 1.095
25 H -2.0466 -0.0342 1.7133  C8 1.089
26 H -2.8192 1.0262 2.8748  C8 1.092
27 H -3.8454 2.2056 1.3071  N9 1.020
28 H -5.2226 0.7829 0.2090  C10 1.091
29 H -4.6269 -0.0930 1.6408  C10 1.092
30 H -4.5698 -1.4940 -0.4430  C11 1.091
31 H -2.9592 -1.3050 0.2480  C11 1.099
32 H -1.4691 0.1754 -0.7274  C13 1.096
33 H -1.9367 1.0427 -2.2066  C13 1.090
34 H -3.7039 2.2430 -0.9854  C14 1.094
35 H -2.1207 2.6853 -0.3434  C14 1.087
36 C 4.8961 -3.6806 -0.7449  O37 1.222, N38 1.365, N39 1.368
37 O 3.7962 -3.4439 -0.2688  C36 1.222
38 N 5.6971 -4.6728 -0.2589  C36 1.365, H40 1.002, H41 1.003
39 N 5.4110 -2.9774 -1.7987  C36 1.368, H42 1.002, H43 1.002
40 H 6.6008 -4.8889 -0.6341  N38 1.002
41 H 5.3464 -5.2092 0.5121  N38 1.003
42 H 4.8451 -2.2516 -2.1948  N39 1.002
43 H 6.3091 -3.1663 -2.2011  N39 1.002

Atomic partial charges in e from the Mulliken method, atoms 1 to 8: C -0.60; C 0.43; O -0.57; N -0.34; C -0.58; C -0.10; C -1.17; C -0.57


Entry from the OMol25 dataset: the molecule H2N2O2 at a distorted geometry (ωB97M-V/def2-TZVPD).

Computed properties:
SMILES: N[N+](=O)[O-]
HOMO energy, eV: -10.92
Calculated total energy, hartree: -261.0603
Charge: 0

Bonds (Å) are listed after each position.
Cartesian coordinates (Å):
1 N -0.1438 0.6044 -0.3394  N2 1.440, H5 1.024, H6 1.085
2 N 0.0458 -0.6708 0.3020  N1 1.440, O3 1.219, O4 1.200
3 O 0.3656 -0.6187 1.4772  N2 1.219
4 O -0.2439 -1.5988 -0.4015  N2 1.200
5 H -0.1981 1.4019 0.3010  N1 1.024
6 H 0.1743 0.8820 -1.3393  N1 1.085

How positive or negative is each atom? The Mulliken charges in e answer that: N -0.50; N 1.05; O -0.55; O -0.53; H 0.26; H 0.27


Copy entry 2 word for word.
Entry from the OMol25 dataset: a cluster of 2 separate species, C11H25N4O3 in total (ωB97M-V/def2-TZVPD).

Computed properties:
HOMO energy, eV: -11.82
Calculated total energy, hartree: -878.6649
Charge: +1

Bonds (Å) are listed after each position.
Cartesian coordinates (Å):
1 C 1.8047 -0.7659 -0.5764  C2 1.502, H15 1.091, H16 1.095, H17 1.088
2 C 1.7361 0.5803 -1.2391  C1 1.502, O3 1.202, N4 1.432
3 O 1.5294 0.7114 -2.4163  C2 1.202
4 N 1.9795 1.7271 -0.4164  C2 1.432, C5 1.468, H18 1.017
5 C 0.7681 2.2422 0.2328  N4 1.468, C6 1.527, H19 1.094, H20 1.103
6 C 0.2040 1.2956 1.2905  C5 1.527, C7 1.543, H21 1.092, H22 1.092
7 C -1.0416 1.8856 1.9833  C6 1.543, C8 1.533, H23 1.092, H24 1.095
8 C -2.2951 1.0063 1.9172  C7 1.533, N9 1.515, H25 1.089, H26 1.092
9 N -3.3367 1.4224 0.8980  C8 1.515, C10 1.516, C14 1.506, H27 1.020
10 C -4.3488 0.3176 0.6678  N9 1.516, C11 1.522, H28 1.091, H29 1.092
11 C -3.7835 -0.7656 -0.2403  C10 1.522, O12 1.408, H30 1.091, H31 1.099
12 O -3.3501 -0.2268 -1.4668  C11 1.408, C13 1.415
13 C -2.2929 0.6858 -1.2400  O12 1.415, C14 1.520, H32 1.096, H33 1.090
14 C -2.8286 1.8673 -0.4483  N9 1.506, C13 1.520, H34 1.094, H35 1.087
15 H 2.5081 -1.4067 -1.1105  C1 1.091
16 H 0.8285 -1.2578 -0.6465  C1 1.095
17 H 2.1084 -0.7050 0.4661  C1 1.088
18 H 2.3287 2.4456 -1.0462  N4 1.017
19 H 1.0324 3.1837 0.7232  C5 1.094
20 H 0.0002 2.4698 -0.5253  C5 1.103
21 H 0.9944 1.0943 2.0168  C6 1.092
22 H -0.0447 0.3315 0.8429  C6 1.092
23 H -0.8283 2.0313 3.0441  C7 1.092
24 H -1.2541 2.8857 1.5914  C7 1.095
25 H -2.0466 -0.0342 1.7133  C8 1.089
26 H -2.8192 1.0262 2.8748  C8 1.092
27 H -3.8454 2.2056 1.3071  N9 1.020
28 H -5.2226 0.7829 0.2090  C10 1.091
29 H -4.6269 -0.0930 1.6408  C10 1.092
30 H -4.5698 -1.4940 -0.4430  C11 1.091
31 H -2.9592 -1.3050 0.2480  C11 1.099
32 H -1.4691 0.1754 -0.7274  C13 1.096
33 H -1.9367 1.0427 -2.2066  C13 1.090
34 H -3.7039 2.2430 -0.9854  C14 1.094
35 H -2.1207 2.6853 -0.3434  C14 1.087
36 C 4.8961 -3.6806 -0.7449  O37 1.222, N38 1.365, N39 1.368
37 O 3.7962 -3.4439 -0.2688  C36 1.222
38 N 5.6971 -4.6728 -0.2589  C36 1.365, H40 1.002, H41 1.003
39 N 5.4110 -2.9774 -1.7987  C36 1.368, H42 1.002, H43 1.002
40 H 6.6008 -4.8889 -0.6341  N38 1.002
41 H 5.3464 -5.2092 0.5121  N38 1.003
42 H 4.8451 -2.2516 -2.1948  N39 1.002
43 H 6.3091 -3.1663 -2.2011  N39 1.002

Atomic partial charges in e from the Mulliken method, atoms 1 to 8: C -0.60; C 0.43; O -0.57; N -0.34; C -0.58; C -0.10; C -1.17; C -0.57